(1)
Here is the molecule C6H8N2 at a distorted geometry from the OMol25 dataset. Energies are from the ωB97M-V functional and the def2-TZVPD basis.

XYZ file:
```
16
Properties=species:S:1:pos:R:3:forces:R:3
C 2.3255 0.2917 -0.1677 2.7 -0.1 1.1
C 0.9041 0.2211 -0.2064 -5.3 -0.5 1.8
C 0.0482 -0.4877 1.1034 2.2 0.8 -1.4
C -1.0299 -0.7144 0.0423 -0.9 0.6 0.9
C -1.4042 0.8229 -0.0831 0.2 0.2 0.6
C 0.1081 -0.9594 -0.9644 1.0 1.5 -1.5
H 0.6312 -1.3366 1.1736 0.9 -2.1 1.2
H 0.0249 0.1072 2.0145 -0.6 0.0 -0.2
H -1.8751 -1.4994 0.2191 1.5 1.7 -0.4
H -1.9985 1.1935 0.7952 1.1 -0.5 -0.1
H -2.0402 1.1451 -0.8631 -0.6 -0.3 -1.4
H 0.2609 2.2588 0.0590 0.3 1.7 1.4
H 0.6850 -1.8927 -0.8274 -0.6 0.4 0.0
H -0.0434 -0.7650 -2.0645 -0.1 -0.2 1.1
N 3.4688 0.1856 0.0781 -2.6 0.4 -0.9
N -0.0655 1.4295 -0.3086 0.8 -3.5 -2.3
```
Forces are in eV/Å.

Values from the calculation:
Highest occupied orbital energy   -8.558 eV
SMILES   N#C[C@]12C[C@H](CN1)C2
E   -342.8240 Ha
Relative energy (zero: lowest compared OMol25 entry of this formula, charge and spin)   69.0 kcal per mole
Total charge   0

---

(2)
Here is the molecule C2H7N3 at a distorted geometry from the OMol25 dataset. Energies are from the ωB97M-V functional and the def2-TZVPD basis.

XYZ file:
```
12
Properties=species:S:1:pos:R:3:forces:R:3
C -0.8873 0.9731 -1.2612 0.8 0.1 0.9
N -0.1920 0.8592 0.0693 -1.0 -1.8 -0.1
C 0.3685 -0.4780 0.4384 2.2 -0.9 -2.6
N 0.4193 -0.7216 1.7972 0.1 1.1 -1.5
N 0.9142 -1.2194 -0.5053 -0.3 0.7 1.4
H -0.3374 0.4615 -2.0387 0.3 0.1 -0.3
H -1.8615 0.5203 -1.2402 -0.5 -0.1 0.3
H -1.0041 2.0524 -1.4704 0.1 -0.6 0.0
H 0.5371 1.5498 0.0340 0.5 -0.1 0.5
H -0.3613 -0.4166 2.2965 -1.0 0.7 1.0
H 0.9476 -1.4612 2.1789 0.3 -0.9 0.0
H 1.4568 -2.1194 -0.2986 -1.6 1.7 0.4
```
Forces are in eV/Å.

Values from the calculation:
Highest occupied orbital energy   -8.892 eV
SMILES   [H]/N=C(\N)NC
E   -244.6446 Ha
Relative energy (zero: lowest compared OMol25 entry of this formula, charge and spin)   19.3 kcal per mole
Total charge   0

---

(3)
Here is C48H135FeN9O19P as an isolated structure at a distorted geometry from the OMol25 dataset. Energies are from the ωB97M-V functional and the def2-TZVPD basis.

XYZ file:
```
213
Properties=species:S:1:pos:R:3:forces:R:3
Fe -0.7642 1.2387 0.9033 -0.2 0.7 0.9
P 0.5781 -0.1760 -0.4530 0.2 0.8 1.3
O -0.9340 -0.3598 -0.1167 -2.4 -4.1 -2.2
O 1.4549 -1.0158 -1.3458 -1.2 1.3 1.0
O 0.8551 0.1515 1.0316 3.9 -3.1 3.8
O 0.3981 1.3323 -0.6325 0.7 3.5 -5.1
C 2.9351 -2.2288 2.0511 1.7 -0.1 0.4
C 1.8505 -2.7614 2.9489 0.6 0.1 -1.5
O 0.6911 -2.0515 2.6467 -1.8 -0.4 1.1
H 2.8520 -2.2479 0.9645 -0.8 -0.2 0.1
H 3.8366 -2.8051 2.2593 0.3 0.0 0.0
H 3.1556 -1.2008 2.3390 0.0 0.2 -0.1
H 2.1946 -2.6277 3.9745 -0.3 0.0 0.3
H 1.6988 -3.8204 2.7401 -0.1 -0.2 0.2
H 0.8760 -1.3496 2.0184 0.3 0.9 -0.5
C -0.5566 0.6848 -4.4485 0.1 2.6 -0.3
C -0.1076 -0.6820 -4.1756 1.6 -1.1 -0.8
O 1.3863 -0.7788 -4.2181 -2.3 0.0 0.0
H -0.0119 1.1139 -5.2895 0.1 -0.3 -0.4
H -0.3180 1.4229 -3.6827 -0.1 -0.3 0.6
H -1.6085 0.8270 -4.6960 -0.2 -0.4 0.2
H -0.4607 -1.2758 -5.0187 0.2 -0.4 0.1
H -0.5688 -1.0989 -3.2803 0.6 0.0 0.3
H 1.6794 -0.5962 -3.3224 0.1 -0.1 0.4
C -4.0892 -1.2305 -3.3312 -1.5 0.3 -3.2
C -3.2030 -1.6536 -2.3010 0.7 -0.9 1.3
O -3.0575 -0.6155 -1.4406 -0.4 2.2 1.2
H -4.1665 -2.0832 -4.0057 -0.7 0.0 -0.3
H -3.6853 -0.4254 -3.9450 0.4 0.1 0.1
H -5.0567 -0.8310 -3.0270 -0.2 -0.5 0.3
H -2.2369 -1.9169 -2.7317 0.0 -0.6 0.1
H -3.6474 -2.4430 -1.6948 0.1 -1.0 -0.5
H -2.2442 -0.7130 -0.9401 1.0 0.4 0.6
C 4.6508 0.5537 -2.4932 0.7 1.7 0.3
C 4.6294 -0.9774 -2.4663 0.1 2.2 -3.2
O 4.1626 -1.4044 -1.2969 0.0 -1.9 3.1
H 3.8738 1.0552 -1.9163 -0.9 -0.7 0.0
H 4.6099 1.0796 -3.4471 0.0 -0.6 -0.5
H 5.4712 1.0548 -1.9795 0.8 -0.6 0.0
H 5.5745 -1.4373 -2.7553 0.3 0.1 0.6
H 4.0031 -1.2462 -3.3169 -0.5 -0.4 -0.1
H 3.2212 -1.2421 -1.2020 -0.4 0.2 -0.1
C -0.3499 -4.6255 0.2648 -1.1 0.8 0.1
C -0.2533 -3.6721 -0.9612 -0.2 -2.1 0.8
O 1.0691 -3.5765 -1.4030 0.0 -0.5 0.0
H -0.1534 -4.0673 1.1803 1.1 -0.3 0.1
H 0.1058 -5.6093 0.1531 0.6 0.4 0.0
H -1.3941 -4.8633 0.4679 -0.5 -0.1 -0.5
H -0.7550 -2.7465 -0.6790 0.3 0.3 -0.2
H -0.8278 -4.1747 -1.7394 -0.3 0.3 -0.3
H 1.3402 -2.6562 -1.4363 0.0 0.4 -0.1
C 0.9846 4.2728 -3.2871 0.9 1.0 0.5
C 1.7063 4.2754 -1.8917 -1.6 -0.6 -1.3
O 0.7869 3.7403 -0.9756 0.0 1.5 0.9
H 1.6562 4.7878 -3.9740 0.0 -0.4 -0.5
H 0.0812 4.8825 -3.3028 0.0 0.2 0.6
H 0.6394 3.3025 -3.6441 0.7 -0.2 0.1
H 1.9435 5.2875 -1.5639 0.0 0.1 -0.2
H 2.6164 3.6756 -1.8972 0.2 0.0 -0.2
H 0.6728 2.7920 -1.0725 0.2 -1.1 -0.2
C -2.9466 2.9136 -1.5969 -0.7 1.3 -2.8
C -2.9123 3.2636 -0.1861 1.9 0.5 1.2
C -4.0704 4.0459 0.4799 0.4 -0.6 0.7
O -3.9538 3.8073 1.9307 0.0 0.8 -1.2
C -4.7720 4.5460 2.8564 -0.1 -0.5 -1.0
N -2.5808 2.0591 0.5640 -2.3 0.3 0.4
H -2.0049 2.5656 -2.0216 0.1 -0.6 0.6
H -3.0436 3.8347 -2.1717 -0.4 0.4 -0.1
H -3.7802 2.2980 -1.9348 0.1 -0.4 0.3
H -2.0156 3.8655 -0.0392 0.0 0.6 -0.1
H -5.0540 3.7163 0.1451 -0.1 0.1 -0.1
H -3.8372 5.0716 0.1940 -0.6 0.3 0.4
H -4.2732 4.3885 3.8127 -0.3 0.4 0.0
H -5.7974 4.1773 2.8805 0.0 -0.6 0.1
H -4.9275 5.5858 2.5687 0.7 0.3 0.1
H -2.9675 2.3832 1.4390 0.6 -0.4 1.4
H -3.3724 1.4829 0.3161 -0.1 -1.4 -0.3
C -3.4987 0.8826 3.6998 -1.0 0.9 0.8
C -2.0146 1.1053 3.8149 0.7 1.3 0.7
C -1.3262 0.6225 5.1188 -0.4 0.6 -0.8
O 0.0942 0.7303 4.9953 -0.8 -0.2 -0.8
C 0.7165 0.3478 6.1654 1.0 -0.8 1.6
N -1.4750 0.4170 2.6572 0.4 -1.6 1.6
H -4.0899 1.3914 4.4611 0.1 0.1 0.2
H -3.8117 -0.1615 3.7083 0.3 -0.1 0.0
H -3.8329 1.3218 2.7598 -0.1 -0.2 0.0
H -1.7440 2.1517 3.6743 -0.3 0.4 0.4
H -1.6871 -0.3942 5.2744 0.4 -0.4 0.3
H -1.6298 1.2481 5.9582 -0.3 0.0 0.1
H 0.6673 -0.7148 6.4032 -0.9 -0.4 -0.2
H 0.3474 0.9067 7.0254 -0.2 0.1 0.1
H 1.8033 0.4266 6.1919 0.1 0.9 -0.8
H -0.8029 -0.2102 3.0756 1.8 0.1 -0.4
H -2.1368 -0.3455 2.6303 -0.8 -0.7 -2.0
C 3.6247 -5.3167 -0.3672 0.6 -2.4 1.7
C 4.9357 -5.5687 -1.1488 -0.7 1.8 0.8
C 4.7845 -6.7058 -2.1115 0.8 -0.3 0.0
O 4.9242 -7.9289 -1.4170 -0.5 0.3 0.4
C 4.5752 -9.0726 -2.1431 0.3 -0.5 -0.1
N 5.0235 -4.3365 -1.9202 0.9 -0.5 -1.7
H 3.6031 -4.3955 0.2152 0.0 0.3 -0.6
H 3.5202 -6.0761 0.4077 -0.1 -0.4 0.3
H 2.7498 -5.4952 -0.9923 0.1 0.7 -0.2
H 5.8668 -5.6790 -0.5929 -0.3 -0.2 0.5
H 5.5618 -6.6978 -2.8756 0.1 0.4 -0.2
H 3.8269 -6.5269 -2.6004 -0.4 -0.7 -0.2
H 3.7656 -9.6069 -1.6461 -0.4 0.2 -0.2
H 5.4089 -9.7748 -2.1513 0.3 0.0 0.0
H 4.3452 -8.8522 -3.1855 -0.3 0.0 0.0
H 4.2140 -4.5108 -2.4986 -0.3 1.2 -0.7
H 4.8166 -3.5177 -1.3661 -0.1 0.0 0.1
C 6.1458 3.7528 -0.0573 -1.6 0.5 -0.1
C 6.0727 2.9722 1.2265 2.7 0.8 0.8
C 6.5510 1.5284 0.9647 -0.6 0.7 3.0
O 7.2334 1.0724 2.1919 -0.9 1.0 -0.6
C 7.7359 -0.2170 2.0755 -0.1 -0.6 -1.9
N 7.0323 3.7081 2.0868 -0.3 0.2 0.2
H 5.8384 4.7855 0.1079 -0.1 0.1 0.2
H 5.3893 3.3474 -0.7291 0.5 -0.1 -0.7
H 7.1666 3.8288 -0.4320 -0.1 -0.5 -0.3
H 5.1021 2.9983 1.7218 0.0 0.0 -0.3
H 7.2424 1.5192 0.1220 -0.4 -0.6 -0.2
H 5.5827 1.0298 1.0071 0.4 -1.1 -1.4
H 7.6052 -0.8295 2.9676 0.5 0.4 0.1
H 8.7105 -0.1683 1.5897 0.9 -0.2 1.0
H 7.2548 -0.7417 1.2500 -0.9 -0.4 0.1
H 7.2985 3.2091 2.9236 -0.3 -0.3 0.0
H 7.8900 3.7750 1.5577 0.3 0.2 0.0
C -1.7747 7.1002 1.7362 -0.2 1.9 0.2
C -1.1485 6.8302 0.3314 0.3 0.1 1.9
C -0.6296 8.0878 -0.5221 -1.3 -1.0 0.7
O -0.1441 7.7076 -1.7844 -0.3 -0.4 -0.8
C 0.5683 8.7372 -2.4645 1.4 -0.3 1.0
N -0.1777 5.7283 0.6608 -1.3 1.1 -1.4
H -2.1961 6.2086 2.2005 0.2 -0.2 -0.4
H -2.5553 7.8606 1.7559 -0.5 0.0 -0.6
H -1.1523 7.5587 2.5047 0.9 -0.3 -0.2
H -2.0341 6.3960 -0.1326 0.5 -0.3 -0.9
H 0.0813 8.6699 0.0643 0.4 0.0 0.1
H -1.4841 8.7256 -0.7483 -0.3 0.3 0.6
H 0.8724 8.4671 -3.4758 -0.3 -0.6 0.2
H 1.4642 8.8058 -1.8474 0.6 0.5 -0.4
H 0.1823 9.7535 -2.5436 -1.0 -0.1 0.4
H -0.1014 5.2064 -0.2006 0.7 -0.4 -0.1
H 0.7341 6.0906 0.9006 0.2 0.3 -0.1
C -7.5159 0.5944 1.1437 0.6 1.1 -0.9
C -6.3030 -0.2131 0.6374 -0.3 0.1 0.7
C -6.7878 -1.3373 -0.2492 -1.0 -1.7 0.7
O -7.4753 -2.3428 0.5841 -0.7 0.4 -1.5
C -8.4007 -3.1208 -0.2288 0.5 0.7 0.1
N -5.2777 0.5864 -0.0183 -0.5 0.8 -0.2
H -8.2046 0.8448 0.3368 -0.5 -0.8 -0.2
H -7.1977 1.6240 1.3075 0.4 0.0 1.0
H -8.0247 0.1701 2.0093 0.1 0.0 -0.2
H -5.7959 -0.5510 1.5412 -0.1 -0.7 0.0
H -6.0345 -1.8357 -0.8592 0.6 -0.1 0.3
H -7.5042 -0.9879 -0.9927 -0.2 0.5 0.0
H -7.8369 -3.7752 -0.8936 0.0 -0.4 0.2
H -9.0340 -2.5267 -0.8877 0.3 0.7 -0.1
H -9.1648 -3.6282 0.3601 0.7 -0.3 0.5
H -5.6699 1.0555 -0.8222 -0.2 0.3 -0.2
H -4.5643 -0.0026 -0.4235 0.4 -0.5 -0.1
C -2.2585 -3.4867 4.0700 -0.5 1.7 -1.1
C -3.0993 -3.1061 2.8036 0.6 -2.5 -1.2
C -4.5919 -2.9641 3.1024 0.3 1.6 -0.1
O -5.1662 -4.1811 3.5373 0.9 1.1 1.3
C -5.9045 -4.7868 2.5604 -0.8 -2.4 -0.9
N -2.4691 -2.1361 1.8594 -0.7 0.2 1.1
H -1.2117 -3.4701 3.7665 0.1 -0.6 0.1
H -2.6425 -4.4331 4.4506 0.3 0.1 0.1
H -2.3199 -2.6954 4.8171 -0.3 0.0 0.4
H -3.1192 -4.0694 2.2941 0.2 -0.4 -0.4
H -5.2074 -2.5723 2.2925 0.4 -0.1 -0.6
H -4.6317 -2.1496 3.8256 -0.6 -0.3 0.9
H -5.3396 -5.0086 1.6550 0.1 0.8 -0.5
H -6.9023 -4.3938 2.3655 0.2 0.8 -0.2
H -6.1216 -5.8170 2.8425 0.0 -0.1 0.7
H -1.4702 -2.2680 1.7886 0.5 -0.2 0.6
H -2.7370 -2.2832 0.8968 -0.7 -0.1 0.0
C 2.2274 2.8575 1.9451 2.9 -1.8 -1.7
C 0.9912 2.9486 2.6821 0.5 -0.3 1.9
C 1.1175 4.1967 3.5795 -0.2 -1.4 -1.2
O -0.1938 4.4562 3.9381 -0.2 2.5 1.6
C -0.2622 5.5750 4.8626 -0.8 -0.7 0.1
N -0.1233 3.0013 1.7296 0.8 1.5 1.0
H 3.1104 2.6857 2.5606 0.1 1.0 0.5
H 2.3477 3.6390 1.1948 0.3 0.4 0.3
H 2.3568 1.9376 1.3749 -0.8 -0.2 -0.3
H 0.9066 2.1169 3.3815 -0.4 -0.2 -0.3
H 1.6170 4.9897 3.0231 -0.3 0.5 -0.1
H 1.7738 3.9512 4.4144 -0.1 -0.1 0.3
H 0.0800 5.2716 5.8521 -0.1 -0.3 0.1
H -1.3122 5.8615 4.9226 0.0 -0.1 0.0
H 0.3106 6.4773 4.6485 0.2 -0.2 -0.9
H 0.3037 3.5938 1.0320 -0.1 -0.2 -1.3
H -0.6843 3.7375 2.1335 -1.3 -0.1 0.2
C 3.7837 -5.7266 -6.4863 0.6 -1.9 -0.1
C 2.8381 -4.6059 -6.5714 -1.3 2.3 0.8
C 1.8535 -4.6275 -5.3107 0.7 1.2 1.4
O 0.6842 -5.3498 -5.3293 -1.4 -3.1 -1.9
C -0.3129 -5.1947 -4.3683 -0.3 2.0 0.3
N 3.6362 -3.3327 -6.5966 -0.2 -0.6 0.4
H 4.5235 -5.7826 -7.2849 -0.1 0.4 -0.1
H 3.2584 -6.6811 -6.5180 -0.2 -0.1 0.0
H 4.3207 -5.7377 -5.5379 0.1 0.2 0.1
H 2.2995 -4.5757 -7.5185 -0.4 -0.4 0.1
H 1.5003 -3.6794 -4.9054 0.7 1.2 -0.8
H 2.4633 -4.9756 -4.4770 0.5 -0.3 0.3
H -0.5446 -4.1325 -4.2896 0.4 0.7 0.4
H -0.1261 -5.5344 -3.3496 0.6 -0.4 -0.1
H -1.3185 -5.4995 -4.6580 0.4 -1.1 -0.7
H 3.1541 -2.5597 -6.1605 -0.5 0.1 -0.1
H 4.4405 -3.4503 -5.9972 0.3 -0.2 0.1
```
Forces are in eV/Å.

Values from the calculation:
Highest occupied orbital energy (spin up / spin down)   -8.057 / -8.057 eV
E   -5436.9484 Ha
2S+1   6
Total charge   0

---

(4)
Here is a 8-piece molecular cluster, C26H61Cl4N3O12 overall at a distorted geometry from the OMol25 dataset. Energies are from the ωB97M-V functional and the def2-TZVPD basis.

XYZ file:
```
106
Properties=species:S:1:pos:R:3:forces:R:3
C 4.9286 5.6383 0.4882 0.2 -0.2 1.4
C 3.9168 4.7628 -0.2413 2.4 0.0 0.8
C 3.7272 3.3864 0.4872 1.0 0.3 -0.8
O 5.0258 2.7193 0.5734 -1.8 0.7 0.1
C 4.9103 1.4126 1.1283 1.1 0.4 -1.3
N 2.7286 5.4712 -0.4653 -2.6 1.0 -0.9
H 5.1950 6.5921 0.0329 -0.1 -0.3 -0.7
H 5.8286 5.0596 0.6963 0.1 0.2 0.1
H 4.4692 5.9535 1.4250 0.1 -0.2 0.5
H 4.4340 4.6436 -1.1934 -0.5 -0.9 -0.4
H 3.0216 2.7674 -0.0668 0.0 -0.1 -0.4
H 3.2724 3.4848 1.4729 0.2 0.4 0.4
H 4.1480 0.8408 0.5992 -0.5 0.0 0.5
H 4.8627 1.4193 2.2173 -0.4 -0.1 0.0
H 5.8381 0.9511 0.7902 0.2 -0.3 0.5
H 2.8801 6.2755 -1.0571 0.3 -0.3 -0.8
H 2.3252 5.9819 0.3071 0.1 -0.7 1.0
C 8.1747 -7.2626 -0.2627 -1.9 -0.2 -1.7
C 7.9458 -6.7650 -1.7554 1.2 -0.4 1.3
C 6.8370 -5.7091 -1.9304 1.0 -1.0 0.6
O 6.4242 -5.7555 -3.2524 -1.1 0.0 -1.4
C 5.5521 -4.6736 -3.5555 0.8 0.9 0.1
N 9.2937 -6.3275 -2.1133 0.1 0.4 -0.2
H 7.2024 -7.5988 0.0976 -0.1 0.2 0.4
H 8.5407 -6.4453 0.3587 0.2 -0.3 0.0
H 8.7747 -8.1721 -0.2903 0.5 0.5 0.2
H 7.7712 -7.6143 -2.4160 -0.6 -0.1 0.2
H 7.2899 -4.7460 -1.6947 -0.1 0.4 0.2
H 5.9938 -5.9173 -1.2717 -0.2 0.1 0.3
H 6.1990 -3.8101 -3.7105 0.0 0.5 0.2
H 4.8800 -4.4470 -2.7279 -0.1 -0.1 0.1
H 4.9793 -4.7013 -4.4824 0.1 -1.1 0.0
H 9.3356 -5.8180 -2.9843 -0.1 0.0 -0.2
H 9.6035 -5.6997 -1.3853 0.3 0.2 0.0
C -1.7901 7.2871 0.5589 -0.9 -1.8 0.4
C -1.7539 6.6077 1.9771 -1.0 0.7 -0.4
C -1.7335 5.0965 2.1477 -1.4 -0.1 -1.3
O -1.5430 4.6960 3.5061 1.0 0.8 -0.7
C -1.0819 3.3715 3.6222 -0.3 -0.1 0.7
N -0.5353 7.0871 2.5417 0.7 0.3 1.3
H -1.3753 8.2950 0.5511 0.1 -0.2 0.4
H -2.8068 7.3432 0.1700 -0.1 -0.1 -0.1
H -1.2109 6.6350 -0.0949 0.2 0.3 -0.3
H -2.6674 6.8448 2.5225 0.0 0.9 0.3
H -1.0623 4.7906 1.3453 0.8 -1.1 0.6
H -2.7208 4.6816 1.9445 -0.1 0.1 -0.8
H -0.0089 3.2794 3.4543 0.0 0.0 -0.4
H -1.6772 2.6971 3.0067 0.2 -0.1 -0.3
H -1.2520 3.0727 4.6566 0.0 0.1 0.1
H -0.2929 6.4061 3.2470 0.4 0.1 0.5
H -0.7686 7.9211 3.0615 0.4 0.4 0.0
C -4.9756 -6.7246 -0.7084 0.0 0.4 -0.8
C -3.6505 -5.8871 -0.6233 -0.9 -1.3 0.7
O -2.9607 -5.8690 -1.8695 0.0 0.9 -1.7
C -3.2111 -5.0091 -2.9103 -0.2 0.1 -1.6
O -2.8064 -5.1864 -4.0595 -0.6 0.2 2.8
O -3.9789 -3.9610 -2.5436 -1.0 -1.6 2.6
C -4.1790 -2.8044 -3.3232 3.5 -0.4 -1.2
H -4.9258 -7.7075 -1.1769 1.1 -0.1 0.0
H -5.6758 -6.2505 -1.3963 -0.2 0.5 0.3
H -5.4777 -6.9409 0.2346 0.2 0.6 0.2
H -2.9676 -6.4052 0.0500 0.1 -0.1 -0.2
H -3.7838 -4.9142 -0.1503 -0.3 0.2 -0.6
H -4.4379 -1.9005 -2.7718 -1.3 -0.8 0.2
H -4.5519 -3.0864 -4.3078 -0.7 0.6 0.3
H -3.1223 -2.5825 -3.4725 0.2 0.7 -1.1
C -7.4520 3.6471 -6.4493 0.2 -0.7 -0.4
C -5.9979 3.4909 -6.9363 -0.1 1.4 -0.9
O -5.1703 3.8475 -5.8304 2.1 -0.2 0.3
C -3.8073 3.6829 -5.9322 0.0 -2.3 -1.7
O -3.1904 2.9768 -6.7499 -2.0 1.8 1.6
O -3.2357 4.3120 -4.9301 0.1 0.1 1.2
C -1.9198 3.8246 -4.5727 0.5 0.2 -1.1
H -7.5290 4.3950 -5.6600 0.3 -0.2 0.1
H -7.8391 2.6849 -6.1142 -0.1 0.1 0.3
H -8.1346 4.0010 -7.2220 0.3 -0.1 -0.3
H -5.7914 4.2339 -7.7066 -0.2 0.4 -0.1
H -5.6646 2.5928 -7.4564 -0.4 -0.6 0.8
H -1.8982 2.7424 -4.4444 -0.3 0.1 0.2
H -1.5346 4.3429 -3.6946 -0.6 0.1 -0.1
H -1.2661 4.0375 -5.4186 0.1 0.0 0.1
C -1.1605 -2.4401 4.7863 -0.5 1.1 -0.5
C -1.4150 -3.2255 3.4886 0.0 1.4 2.7
O -1.3406 -2.2539 2.4216 0.5 -0.6 0.2
C -0.1760 -2.1555 1.7557 -1.0 -2.2 -3.1
O 0.8295 -2.8082 1.9298 -0.5 1.5 0.4
O -0.5389 -1.5361 0.5573 0.6 -0.3 1.5
C 0.4373 -1.2750 -0.4916 -0.9 0.4 1.3
H -1.3948 -3.0258 5.6752 0.8 -0.1 0.1
H -1.8419 -1.5916 4.8479 -0.6 -0.1 -0.2
H -0.2336 -1.8706 4.7193 0.6 -0.8 0.6
H -2.4433 -3.5392 3.6681 -0.1 -0.2 -1.2
H -0.7321 -4.0739 3.5337 0.1 0.2 -1.2
H 1.4251 -1.5488 -0.1209 0.0 0.1 -0.4
H 0.2770 -0.2058 -0.6300 0.7 0.0 -0.3
H 0.1142 -1.7824 -1.4006 0.2 -0.3 0.2
C 1.4222 0.6837 8.7305 0.2 0.1 -1.1
Cl 0.0218 -0.1104 9.3952 -0.3 -0.2 0.5
Cl 1.0874 2.3885 8.3465 0.1 0.0 0.2
H 2.2977 0.6063 9.3750 -0.3 0.1 0.0
H 1.5774 0.2157 7.7584 0.3 0.0 0.3
C -7.9189 -2.4043 5.6017 -0.4 1.1 1.0
Cl -7.6170 -1.4642 4.1196 0.0 -0.5 0.3
Cl -6.8410 -3.7504 5.8978 0.0 -0.4 -0.4
H -7.7557 -1.7565 6.4630 0.1 0.3 -0.4
H -8.9734 -2.6679 5.6829 0.2 -0.5 -0.6
```
Forces are in eV/Å.

Values from the calculation:
Highest occupied orbital energy   -9.155 eV
SMILES   COC[C@H](C)N.COC[C@H](C)N.COC[C@H](C)N.CCOC(=O)OC.CCOC(=O)OC.CCOC(=O)OC.ClCCl.ClCCl
E   -3934.9540 Ha
Relative energy (zero: lowest compared OMol25 entry of this formula, charge and spin)   103.9 kcal per mole
Total charge   0